# 1
The following is a DFT calculation (ωB97M-V/def2-TZVPD) of a cluster of 13 separate species, C24H70N3O16S in total.

Geometry as ORCA input:
```
! wB97M-V def2-TZVPD RIJCOSX def2/J DEFGRID3
* xyz 1 1
C 0.173 -2.229 1.271
N 0.054 -1.892 -0.167
C 0.130 -3.073 -1.031
C 1.011 -0.928 -0.514
O 2.033 -1.201 -1.093
C 0.714 0.513 -0.101
C -0.740 0.851 -0.237
C -1.514 0.769 -1.341
N -2.791 1.144 -0.952
C -2.800 1.439 0.346
C -3.949 1.844 1.206
C -5.273 1.183 0.791
C -5.475 -0.200 1.470
C -5.807 -1.336 0.498
S -7.567 -1.670 0.386
O -8.297 -0.706 1.147
O -7.798 -3.057 0.642
O -7.913 -1.361 -1.147
N -1.551 1.284 0.799
C -1.082 1.515 2.167
H 0.728 -1.471 1.823
H 0.685 -3.182 1.393
H -0.823 -2.327 1.713
H -0.304 -2.862 -2.008
H 1.151 -3.439 -1.164
H -0.450 -3.873 -0.574
H 1.016 0.618 0.943
H 1.316 1.182 -0.710
H -1.235 0.461 -2.334
H -3.608 1.195 -1.549
H -3.713 1.520 2.219
H -4.044 2.932 1.253
H -6.110 1.825 1.046
H -5.257 1.022 -0.288
H -4.563 -0.487 1.996
H -6.295 -0.107 2.179
H -5.447 -1.115 -0.509
H -5.358 -2.283 0.794
H -7.295 -1.837 -1.720
H -1.152 0.585 2.731
H -1.698 2.279 2.631
H -0.072 1.904 2.158
C 4.095 -1.186 2.127
O 3.390 -0.032 1.639
H 3.847 -1.292 3.181
H 3.777 -2.075 1.589
H 5.175 -1.056 2.026
H 3.616 0.058 0.708
C -7.295 1.919 -2.472
O -5.876 2.046 -2.598
H -7.555 0.870 -2.590
H -7.623 2.257 -1.487
H -7.797 2.504 -3.240
H -5.671 2.983 -2.503
C 5.313 -3.150 -1.111
O 3.995 -3.092 -0.559
H 5.837 -3.972 -0.627
H 5.276 -3.334 -2.186
H 5.856 -2.225 -0.925
H 3.522 -2.351 -0.963
C 7.331 -6.667 0.230
O 8.238 -5.676 0.707
H 7.044 -6.382 -0.780
H 7.802 -7.651 0.193
H 6.434 -6.711 0.855
H 8.502 -5.920 1.598
C -8.517 5.692 -3.231
O -7.338 5.059 -2.732
H -8.666 5.337 -4.248
H -9.392 5.428 -2.633
H -8.404 6.777 -3.250
H -7.197 5.375 -1.835
C 8.543 -1.079 -3.096
O 7.222 -0.951 -2.575
H 9.011 -1.912 -2.579
H 8.529 -1.293 -4.167
H 9.132 -0.177 -2.916
H 6.796 -0.217 -3.026
C 3.703 -4.938 2.404
O 2.862 -3.915 1.886
H 3.453 -5.065 3.455
H 3.544 -5.888 1.889
H 4.757 -4.659 2.324
H 3.104 -3.786 0.957
C 0.671 5.273 2.432
O 0.851 3.882 2.737
H 0.308 5.336 1.408
H -0.068 5.723 3.099
H 1.608 5.821 2.509
H 1.184 3.827 3.637
C -3.573 0.909 -5.127
O -2.419 1.086 -4.302
H -3.322 0.208 -5.918
H -4.404 0.514 -4.541
H -3.868 1.856 -5.581
H -2.648 1.746 -3.643
C 4.151 8.344 2.547
O 3.338 7.307 2.000
H 3.481 9.080 2.984
H 4.812 7.961 3.328
H 4.750 8.828 1.773
H 3.924 6.654 1.607
C -6.855 4.240 3.377
O -6.923 4.060 1.962
H -5.949 4.803 3.587
H -7.712 4.807 3.746
H -6.807 3.282 3.900
H -7.732 3.575 1.773
C 11.022 -7.040 -0.653
O 10.291 -8.067 -1.319
H 10.330 -6.225 -0.467
H 11.416 -7.395 0.304
H 11.848 -6.677 -1.270
H 10.890 -8.799 -1.491
*
```

Output
- Electronic energy: -74078.1580 eV
- Frontier orbital gap: 9.191 eV
- Highest occupied orbital energy: -0.41600 Ha
- E_LUMO: -2.129 eV

Löwdin atomic charge list, values in e, 4 entries:
1 C -0.0273
2 N -0.1466
3 C -0.0472
4 C -0.4349

---

# 2
The following is a DFT calculation (ωB97M-V/def2-TZVPD) of an isolated molecule of CH4F2NP in a non-equilibrium geometry.

Geometry as ORCA input:
```
! wB97M-V def2-TZVPD RIJCOSX def2/J DEFGRID3
* xyz 0 1
C -1.277 0.051 0.312
N -0.065 -0.534 -0.296
P 1.450 0.167 0.472
F 2.490 -0.910 -0.202
F 2.114 1.360 -0.412
H -1.398 1.101 -0.025
H -2.075 -0.583 0.035
H -1.072 0.083 1.394
H -0.168 -0.734 -1.278
*
```

Output
- Electronic energy: -17317.3248 eV
- SMILES: CNP(F)F
- Frontier orbital gap: 10.893 eV
- Highest occupied orbital energy: -0.36716 Ha
- E_LUMO: 0.902 eV
- Relative energy (zero: lowest compared OMol25 entry of this formula, charge and spin): 0.000 eV

Löwdin atomic charge list, values in e, 4 entries:
1 C -0.2154
2 N -0.2823
3 P 0.8887
4 F -0.3191

---

# 3
The following is a DFT calculation (ωB97M-V/def2-TZVPD) of a cluster of 2 separate species, C2H8N4O in total.

Geometry as ORCA input:
```
! wB97M-V def2-TZVPD RIJCOSX def2/J DEFGRID3
* xyz 0 1
C -1.273 -0.582 0.315
N 0.705 -0.495 -0.389
C 1.230 0.776 -0.387
N -1.614 -1.212 1.443
N 0.351 1.708 -0.970
O -1.558 -1.189 -0.827
N 2.312 1.228 0.146
H -0.597 -1.112 -1.225
H 1.346 -1.158 0.035
H -1.242 0.505 0.353
H -1.656 -2.221 1.441
H -1.526 -0.738 2.327
H 0.784 2.616 -1.066
H -0.080 1.383 -1.824
H 2.819 0.490 0.629
*
```

Output
- Electronic energy: -10210.4301 eV
- Frontier orbital gap: 8.758 eV
- Highest occupied orbital energy: -0.29943 Ha
- E_LUMO: 0.610 eV
- Relative energy (zero: lowest compared OMol25 entry of this formula, charge and spin): 2.183 eV

Löwdin atomic charge list, values in e, 4 entries:
1 C -0.3249
2 N 0.0000
3 C -0.6716
4 N 0.1620

---

# 4
The following is a DFT calculation (ωB97M-V/def2-TZVPD) of a cluster of 2 separate species, C3H9NO2 in total in a non-equilibrium geometry.

Geometry as ORCA input:
```
! wB97M-V def2-TZVPD RIJCOSX def2/J DEFGRID3
* xyz 1 2
C 0.473 -1.414 2.234
N -0.236 -0.176 1.821
C -1.118 -0.391 0.657
H -0.326 -2.070 2.702
H 0.924 -2.055 1.465
H 1.204 -1.203 3.011
H 0.432 0.518 1.517
H -0.578 -0.357 -0.292
H -1.977 0.389 0.678
H -1.570 -1.372 0.692
O 1.378 0.501 -2.208
C 0.910 1.440 -2.796
O -0.324 1.947 -2.555
H 1.513 2.001 -3.540
H -0.706 2.240 -3.385
*
```

Output
- Electronic energy: -8832.4716 eV
- Frontier orbital gap (alpha / beta): 11.103 / 5.581 eV
- Highest occupied orbital energy (alpha / beta): -0.52148 / -0.52127 Ha
- <S²>: 0.7542
- E_LUMO (alpha / beta): -3.088 / -8.604 eV
- Relative energy (zero: lowest compared OMol25 entry of this formula, charge and spin): 1.040 eV

Löwdin atomic charge list, values in e, 4 entries:
1 C -0.0107
2 N 0.1194
3 C -0.0149
4 H 0.1350

---

# 5
The following is a DFT calculation (ωB97M-V/def2-TZVPD) of an isolated molecule of C27H29N3O4 in a non-equilibrium geometry.

Geometry as ORCA input:
```
! wB97M-V def2-TZVPD RIJCOSX def2/J DEFGRID3
* xyz 0 1
C 0.545 -3.135 5.743
C -0.018 -2.495 4.511
C -0.259 -3.249 3.372
C -0.760 -2.681 2.211
C -0.980 -3.557 1.013
C -1.034 -1.310 2.184
C -1.605 -0.667 0.941
N -0.776 0.434 0.449
C 0.538 0.108 0.237
O 0.922 -1.047 0.311
N 1.418 1.129 -0.043
C 2.848 0.834 -0.037
C 3.505 0.828 -1.424
C 3.745 -0.567 -2.023
C 2.624 -1.000 -2.954
O 2.653 -0.796 -4.151
N 1.618 -1.666 -2.345
C 0.431 -2.041 -3.077
C -0.718 -1.116 -2.832
C -2.025 -1.362 -2.526
C -2.666 -0.098 -2.483
C -1.700 0.818 -2.758
O -0.520 0.212 -2.965
C 1.064 2.460 -0.202
O 1.907 3.317 -0.359
C -0.374 2.716 -0.157
C -0.828 4.004 -0.441
C -2.172 4.295 -0.407
C -3.072 3.284 -0.091
C -2.638 2.007 0.195
C -1.275 1.693 0.175
C -0.812 -0.538 3.327
C -1.105 0.935 3.368
C -0.303 -1.141 4.470
H 0.049 -4.082 5.946
H 0.431 -2.485 6.607
H 1.607 -3.338 5.605
H -0.045 -4.308 3.390
H -0.375 -3.203 0.181
H -0.688 -4.580 1.239
H -2.027 -3.562 0.712
H -1.698 -1.401 0.140
H -2.594 -0.279 1.174
H 3.308 1.622 0.567
H 2.977 -0.126 0.465
H 2.907 1.426 -2.113
H 4.469 1.329 -1.327
H 3.881 -1.304 -1.230
H 4.652 -0.536 -2.628
H 1.563 -1.677 -1.333
H 0.132 -3.060 -2.813
H 0.708 -2.003 -4.138
H -2.477 -2.320 -2.369
H -3.700 0.096 -2.281
H -1.724 1.887 -2.832
H -0.089 4.751 -0.686
H -2.526 5.290 -0.628
H -4.131 3.494 -0.072
H -3.380 1.255 0.410
H -2.059 1.170 2.901
H -1.136 1.279 4.399
H -0.330 1.503 2.853
H -0.131 -0.535 5.349
*
```

Output
- Electronic energy: -41132.4738 eV
- SMILES: Cc1cc(C)c(Cn2c(=O)n(CCCC(=O)NCc3ccco3)c(=O)c3ccccc32)c(C)c1
- Frontier orbital gap: 8.788 eV
- Highest occupied orbital energy: -0.31370 Ha
- E_LUMO: 0.252 eV
- Relative energy (zero: lowest compared OMol25 entry of this formula, charge and spin): 0.934 eV

Löwdin atomic charge list, values in e, 4 entries:
1 C -0.0505
2 C -0.2685
3 C -0.0063
4 C -0.2122

---

# 6
The following is a DFT calculation (ωB97M-V/def2-TZVPD) of a structure of composition C48H46Cl2MgN5P2S2Te in a non-equilibrium geometry.

Geometry as ORCA input:
```
! wB97M-V def2-TZVPD RIJCOSX def2/J DEFGRID3
* xyz -1 1
Mg 1.637 -0.518 1.028
C 4.612 4.644 2.804
S 5.284 3.136 2.054
C 3.928 1.974 2.255
S 2.394 2.469 2.679
N 4.374 0.754 2.100
N 3.491 -0.228 2.130
C 3.880 -1.406 2.480
C 2.877 -2.405 2.682
C 3.170 -3.735 3.015
C 2.130 -4.607 3.272
C 0.828 -4.127 3.233
C 0.635 -2.791 2.917
N 1.614 -1.964 2.634
H 5.253 4.932 3.632
H 4.576 5.432 2.059
H 3.606 4.399 3.150
H 4.918 -1.620 2.738
H 4.198 -4.065 3.045
H 2.326 -5.643 3.514
H -0.019 -4.765 3.425
H -0.355 -2.363 2.917
Te -4.015 0.380 1.745
C -5.120 0.974 -0.004
C -5.931 0.061 -0.664
C -6.693 0.491 -1.736
N -6.697 1.738 -2.179
C -5.925 2.608 -1.543
C -5.134 2.285 -0.457
C -1.866 0.270 1.418
P -0.843 1.656 0.968
C -1.646 2.984 1.936
C -2.167 4.158 1.404
C -2.765 5.094 2.229
C -2.843 4.871 3.592
C -2.311 3.711 4.133
C -1.714 2.775 3.312
C -1.269 2.298 -0.719
C -0.494 3.301 -1.302
C -0.731 3.715 -2.599
C -1.769 3.157 -3.330
C -2.569 2.189 -2.750
C -2.305 1.758 -1.463
P -1.054 -1.097 0.635
C -1.471 -1.182 -1.157
C -2.775 -1.420 -1.588
C -3.101 -1.326 -2.925
C -2.126 -1.007 -3.858
C -0.829 -0.761 -3.439
C -0.508 -0.837 -2.096
C -2.038 -2.554 1.154
C -2.115 -3.685 0.346
C -2.806 -4.807 0.765
C -3.415 -4.824 2.009
C -3.304 -3.723 2.843
C -2.620 -2.597 2.420
H -5.963 -0.974 -0.351
H -7.336 -0.196 -2.274
H -5.949 3.619 -1.930
H -4.521 3.036 0.018
H -2.111 4.346 0.341
H -3.175 6.000 1.803
H -3.318 5.599 4.235
H -2.365 3.541 5.199
H -1.286 1.869 3.725
H 0.287 3.773 -0.723
H -0.110 4.482 -3.045
H -1.957 3.475 -4.347
H -3.403 1.764 -3.292
H -2.917 0.984 -1.030
H -3.539 -1.668 -0.860
H -4.121 -1.495 -3.242
H -2.378 -0.940 -4.908
H -0.066 -0.508 -4.161
H 0.507 -0.647 -1.769
H -1.625 -3.682 -0.618
H -2.876 -5.672 0.117
H -3.969 -5.694 2.333
H -3.756 -3.743 3.825
H -2.510 -1.747 3.085
Cl 2.080 1.482 -0.648
C 2.953 3.014 -0.594
Cl 2.764 3.896 -2.115
H 4.016 2.812 -0.458
H 2.542 3.622 0.215
C 3.846 0.147 -3.255
N 4.797 -0.810 -2.738
C 6.156 -0.372 -2.955
C 4.522 -1.155 -1.348
C 3.359 -2.122 -1.267
C 3.425 -3.200 -2.149
C 2.459 -4.186 -2.155
C 1.426 -4.111 -1.239
C 1.368 -3.031 -0.379
C 2.294 -1.992 -0.369
H 3.971 0.233 -4.336
H 3.970 1.146 -2.809
H 2.837 -0.207 -3.048
H 6.416 0.538 -2.388
H 6.292 -0.164 -4.017
H 6.843 -1.170 -2.671
H 4.349 -0.264 -0.720
H 5.413 -1.664 -0.959
H 4.245 -3.240 -2.854
H 2.519 -5.005 -2.861
H 0.667 -4.882 -1.203
H 0.541 -2.995 0.323
*
```

Output
- Electronic energy: -136005.1291 eV
- Frontier orbital gap: 6.420 eV
- Highest occupied orbital energy: -0.17466 Ha
- E_LUMO: 1.667 eV
- Relative energy (zero: lowest compared OMol25 entry of this formula, charge and spin): 1.484 eV

Löwdin atomic charge list, values in e, 4 entries:
1 Mg 0.3999
2 C -0.4347
3 S 0.7949
4 C -1.1737

---

Copy entry 2 word for word.
The following is a DFT calculation (ωB97M-V/def2-TZVPD) of an isolated molecule of CH4F2NP in a non-equilibrium geometry.

Geometry as ORCA input:
```
! wB97M-V def2-TZVPD RIJCOSX def2/J DEFGRID3
* xyz 0 1
C -1.277 0.051 0.312
N -0.065 -0.534 -0.296
P 1.450 0.167 0.472
F 2.490 -0.910 -0.202
F 2.114 1.360 -0.412
H -1.398 1.101 -0.025
H -2.075 -0.583 0.035
H -1.072 0.083 1.394
H -0.168 -0.734 -1.278
*
```

Output
- Electronic energy: -17317.3248 eV
- SMILES: CNP(F)F
- Frontier orbital gap: 10.893 eV
- Highest occupied orbital energy: -0.36716 Ha
- E_LUMO: 0.902 eV
- Relative energy (zero: lowest compared OMol25 entry of this formula, charge and spin): 0.000 eV

Löwdin atomic charge list, values in e, 4 entries:
1 C -0.2154
2 N -0.2823
3 P 0.8887
4 F -0.3191